Density functional theory data (the ωB97M-V functional and the def2-TZVPD basis) for 5 unconnected molecules or ions with the total composition H10O5 in a non-equilibrium geometry.

Structure (XYZ):
```
15
Properties=species:S:1:pos:R:3:forces:R:3
O 3.118472 -0.337237 -0.429314 0.064 1.938 -2.395
H 2.240011 -0.665635 -0.469687 -1.391 -0.880 -0.273
H 3.429083 -0.712775 0.339837 1.346 -1.209 2.679
O 0.593177 -1.892872 -0.266330 0.074 -0.457 0.833
H 0.183387 -2.447101 0.457975 0.285 1.379 -1.522
H -0.033839 -1.245858 -0.655304 -0.416 -1.289 0.449
O -1.806093 -0.587918 -0.802450 -2.094 0.043 1.214
H -2.680155 -1.084173 -0.957585 2.068 1.218 0.466
H -1.967407 0.022749 -0.001848 -0.289 -0.830 -1.696
O -2.237417 1.785338 0.912317 -1.825 -2.238 3.942
H -1.513036 2.175152 0.505019 2.516 1.156 -1.034
H -1.945894 1.568458 1.881849 -0.639 0.859 -2.855
O 0.456245 1.151236 0.410756 -2.166 -0.550 0.627
H -0.021932 0.287723 0.281157 1.519 1.392 0.068
H 1.314720 1.153100 0.018755 0.947 -0.531 -0.502
```
Forces are in eV/Å.

Calculated values
- HOMO-LUMO gap (eV) = 11.726
- structure (SMILES) = O.O.O.O.O

Löwdin atomic charge list, values in e, 2 entries:
1 O -0.01
2 H -0.03

***

Density functional theory data (the ωB97M-V functional and the def2-TZVPD basis) for a molecular structure, O4PRb8 in a non-equilibrium geometry.

Structure (XYZ):
```
13
Properties=species:S:1:pos:R:3:forces:R:3
Rb 1.700744 3.133822 1.003889 0.898 1.191 -0.089
Rb -1.715096 1.606582 -3.098711 0.023 0.660 -1.547
Rb -2.095696 3.360902 0.435489 -0.782 0.892 0.212
Rb 0.703404 0.191572 3.174489 0.673 -0.090 0.881
Rb 0.781224 -3.859498 -1.374441 0.381 -1.324 -0.430
Rb 4.013254 -0.520058 -0.179951 1.247 -0.166 -0.288
Rb -2.457926 -1.166818 -1.223271 -1.444 -0.901 -0.512
Rb -2.135466 -1.848098 2.680319 -1.049 -0.991 1.042
P 0.300514 -0.228278 -0.305971 1.134 2.957 2.514
O 1.499144 0.589662 0.301319 -0.458 -3.154 -0.527
O -0.418356 -1.139788 0.756039 1.038 0.607 -1.556
O 0.425044 -1.129038 -1.594571 -0.075 1.287 1.464
O -0.600786 1.009032 -0.574631 -1.587 -0.966 -1.165
```
Forces are in eV/Å.

Calculated values
- HOMO-LUMO gap (alpha / beta) (eV) = 10.437 / 5.883
- <S²> = 0.76
- multiplicity = 2
- net charge = +6

Löwdin atomic charge list, values in e, 2 entries:
1 Rb 1.05
2 Rb 1.05

***

Density functional theory data (the ωB97M-V functional and the def2-TZVPD basis) for a molecular structure, C24H72AlN13O7P4 in a non-equilibrium geometry.

Structure (XYZ):
```
121
Properties=species:S:1:pos:R:3:forces:R:3
Al -1.616407 0.009582 0.071634 0.942 0.112 -0.091
N 1.619694 1.095985 -0.541534 1.468 -1.746 0.844
O 0.599442 1.713017 -0.821257 -1.085 0.638 -0.317
O 1.519762 0.027820 0.112675 -0.310 0.600 -0.301
O 2.738652 1.476315 -0.896346 -0.491 0.311 -0.130
O -2.058019 1.904883 -2.082379 0.441 0.009 -0.917
P -1.642289 3.072168 -2.901286 -0.146 1.551 0.189
N -1.676964 4.548097 -2.083290 -0.563 -0.692 -1.278
C -2.867956 5.402521 -2.099872 0.426 0.226 -0.059
C -0.824540 4.669023 -0.894298 0.266 -0.610 -0.966
N -2.529396 3.279697 -4.360889 1.159 0.780 0.890
C -2.877605 2.145989 -5.212976 -0.037 0.336 0.678
C -2.493888 4.516737 -5.135050 -0.315 0.747 0.205
N -0.010830 3.059232 -3.398800 0.614 -1.735 -0.412
C 0.579715 4.130803 -4.186452 -1.280 1.022 0.800
C 0.566336 1.746496 -3.796150 -0.578 0.559 1.112
H -3.695004 4.949903 -2.644627 -0.065 -0.071 0.308
H -2.631858 6.347859 -2.596121 -0.051 0.084 0.076
H -3.113308 5.630420 -1.063436 -0.486 -0.095 -0.109
H -1.034153 3.813799 -0.248609 0.136 0.247 0.325
H -0.976653 5.632555 -0.415019 -0.216 -0.089 0.027
H 0.213363 4.618689 -1.228740 0.071 -0.059 0.348
H -2.353283 2.167476 -6.172077 0.347 -0.003 0.154
H -2.635211 1.255894 -4.636986 -0.515 -0.267 -0.337
H -3.932804 2.278665 -5.462262 -0.124 -0.572 0.134
H -3.499648 4.684205 -5.527596 0.055 -0.100 -0.305
H -2.265755 5.432079 -4.588415 0.053 -0.393 0.467
H -1.770179 4.516409 -5.954115 -0.096 -0.438 -0.169
H 0.136721 5.078186 -3.869163 -0.088 -0.045 -0.030
H 1.641735 4.264040 -3.987979 0.140 -0.580 -0.339
H 0.283420 3.991341 -5.228344 0.682 -0.031 -0.256
H 0.274404 1.492957 -4.817920 0.046 -0.019 -0.197
H 0.215401 0.994850 -3.088756 -0.083 -0.121 -0.228
H 1.651238 1.795191 -3.711331 0.013 0.176 -0.134
O -0.077947 -1.338378 -2.072600 -0.495 -0.245 0.018
P 0.558317 -2.173332 -3.121771 -0.294 0.107 -0.936
N 2.225989 -2.055982 -3.202018 -0.076 -0.181 -0.264
C 2.946682 -2.446140 -1.996686 0.582 -0.349 0.120
C 2.815597 -0.822194 -3.730150 -1.336 0.517 -0.637
N -0.012772 -1.747075 -4.683932 0.292 -0.077 2.012
C 0.764928 -1.955015 -5.872169 -1.234 0.246 -1.060
C -1.390739 -1.211494 -4.817494 1.473 -0.884 0.498
N 0.151206 -3.806204 -2.981118 0.963 0.232 0.986
C -1.010920 -4.189965 -2.189580 -0.254 1.067 0.053
C 0.737966 -4.786081 -3.908066 -0.817 0.777 0.192
H 3.080991 -1.563977 -1.365328 -0.471 -0.298 0.513
H 3.969676 -2.775409 -2.202039 -0.074 0.004 -0.560
H 2.475727 -3.312326 -1.537207 -0.191 0.324 0.302
H 2.161735 -0.485394 -4.536202 0.465 -0.025 -0.294
H 3.832953 -0.954944 -4.090320 -0.030 -0.219 0.055
H 2.762485 0.015150 -3.028630 0.359 -0.293 0.457
H 1.048785 -0.996620 -6.325821 0.777 0.068 0.345
H 1.564752 -2.669023 -5.705348 0.220 0.322 -0.183
H 0.101694 -2.298118 -6.676394 0.013 -0.666 0.189
H -1.263771 -0.330952 -5.443376 -0.701 0.084 -0.139
H -2.041359 -1.992624 -5.213515 -0.063 0.262 -0.570
H -1.771971 -0.991168 -3.821610 0.120 0.436 -0.063
H -1.032499 -3.619921 -1.258355 0.134 -0.003 0.003
H -1.913427 -3.872571 -2.720509 -0.291 -0.595 0.012
H -1.006477 -5.245472 -1.928620 -0.013 -0.068 -0.350
H 0.236057 -4.661944 -4.872161 0.495 -0.054 -0.331
H 0.497221 -5.802090 -3.601687 0.291 0.051 0.333
H 1.804306 -4.572162 -3.915832 0.037 -0.454 -0.506
O -0.342365 1.547845 2.229737 0.406 0.774 -0.038
P 0.111201 2.235745 3.464076 -0.254 -0.110 1.901
N -0.716573 1.802277 4.880329 0.554 1.774 -1.217
C -2.021062 2.459702 5.205876 0.734 -1.196 0.042
C -0.504010 0.528701 5.514898 -0.484 -0.458 0.585
N 0.026880 3.936431 3.519275 -0.824 -0.790 0.789
C 0.107853 4.723756 4.753681 0.990 0.166 -0.042
C 0.097089 4.716879 2.330914 0.464 -0.509 -1.917
N 1.734273 1.909310 3.826339 -0.514 -0.833 0.207
C 2.313531 2.222388 5.136804 0.018 0.175 0.024
C 2.690693 1.325787 2.879536 0.182 0.145 0.722
H -2.206935 3.380503 4.661461 0.180 -0.176 -0.203
H -2.044760 2.673531 6.274419 -0.030 0.015 0.036
H -2.780346 1.711416 4.974844 -0.396 0.299 0.034
H -0.734656 0.615599 6.580434 0.154 0.154 0.067
H 0.515358 0.160307 5.432428 -0.004 0.255 -0.165
H -1.183150 -0.257232 5.164452 0.020 0.005 -0.342
H 0.793587 5.560108 4.593869 -0.195 0.150 -0.317
H -0.851791 5.139742 5.060050 -0.073 -0.172 0.066
H 0.618172 4.211658 5.564925 -0.592 -0.398 0.070
H -0.178790 5.762540 2.442641 0.058 -0.062 0.428
H 1.102201 4.637246 1.892647 0.188 0.503 0.117
H -0.510620 4.306269 1.519559 -0.265 -0.082 0.487
H 2.898282 1.395142 5.545304 0.155 -0.171 -0.433
H 2.975715 3.085525 5.039410 0.073 0.045 0.159
H 1.583845 2.407976 5.921863 -0.297 0.202 -0.372
H 2.255332 0.571246 2.231421 -0.214 0.328 -0.260
H 3.454240 0.836752 3.488369 0.029 -0.104 -0.064
H 3.227608 2.100681 2.327739 -0.169 0.001 -0.341
O -0.667675 -2.161568 1.743110 0.034 0.741 -0.618
P -0.335270 -3.323680 2.569722 1.032 -1.521 1.383
N -1.609222 -4.210557 3.193123 0.751 -0.121 -0.233
C -2.598095 -3.548751 4.030352 0.235 0.575 -0.090
C -2.158963 -5.378833 2.495535 1.133 -0.106 -0.256
N 0.637279 -2.885504 3.913417 -0.869 0.202 0.287
C 0.846132 -3.702172 5.106980 -0.447 -0.340 -0.579
C 1.589709 -1.780625 3.845769 -0.849 0.037 -0.459
N 0.674467 -4.461159 1.807181 -0.659 -0.216 0.106
C 1.095317 -5.691162 2.497534 -0.021 0.534 0.108
C 1.326758 -4.157861 0.553604 0.125 1.197 -0.268
H -2.138741 -2.712944 4.560941 0.042 -0.174 0.229
H -3.002414 -4.281695 4.726651 -0.088 0.169 0.105
H -3.394718 -3.101872 3.429409 -0.166 -0.223 -0.013
H -2.508751 -6.140879 3.192560 -0.458 0.388 0.207
H -1.333120 -5.888470 2.000941 -0.220 0.146 -0.416
H -2.905205 -5.091277 1.755265 -0.206 -0.149 0.116
H 0.773463 -3.080293 5.999887 0.223 0.048 0.021
H 0.086459 -4.477916 5.198771 0.025 0.013 -0.149
H 1.825395 -4.181183 5.030463 0.093 0.011 0.379
H 1.776416 -1.397597 4.849055 0.099 -0.197 0.059
H 2.538248 -2.093820 3.401489 0.089 0.113 -0.080
H 1.123613 -0.971608 3.282991 0.263 -0.019 -0.253
H 1.390727 -6.433033 1.758130 -0.080 -0.043 0.025
H 1.937245 -5.510549 3.170464 0.217 0.055 -0.160
H 0.302384 -6.083243 3.131736 -0.058 -0.048 -0.139
H 1.384867 -3.074450 0.411732 -0.320 0.095 0.094
H 0.786416 -4.518827 -0.327198 0.086 -0.349 0.063
H 2.377152 -4.447759 0.499389 -0.114 -0.560 0.335
```
Forces are in eV/Å.

Calculated values
- HOMO-LUMO gap (eV) = 1.993
- net charge = +2

Löwdin atomic charge list, values in e, 2 entries:
1 Al 1.03
2 N -0.57

***

Density functional theory data (the ωB97M-V functional and the def2-TZVPD basis) for C5H8O in the gas phase in a non-equilibrium geometry.

Structure (XYZ):
```
14
Properties=species:S:1:pos:R:3:forces:R:3
O -1.705441 -1.606649 0.022537 0.321 -0.081 -0.490
C -1.034562 -0.644702 -0.272508 -1.440 -0.065 -1.136
C 0.168966 -0.554774 -1.221897 -0.105 -0.260 0.004
C 1.218706 0.035476 -0.239434 -0.181 0.109 0.242
C 0.356591 0.211086 1.039669 0.217 2.130 0.970
C -1.054164 0.623441 0.491346 -0.406 -1.093 -0.404
H 0.440031 -1.527106 -1.630631 0.001 0.045 0.076
H -0.104043 0.109497 -2.054058 0.173 -0.133 0.213
H 2.080076 -0.636757 -0.134759 -0.358 0.165 0.239
H 1.619867 1.016127 -0.521961 -0.169 -0.249 -0.229
H 0.303402 1.178658 1.491932 2.448 0.783 1.045
H 0.474572 -0.499724 1.861782 -0.571 -0.301 -0.601
H -1.857609 0.713892 1.223797 0.221 -0.202 -0.065
H -0.906393 1.581535 -0.055815 -0.151 -0.849 0.135
```
Forces are in eV/Å.

Calculated values
- HOMO-LUMO gap (eV) = 9.981
- structure (SMILES) = O=C1CCCC1

Löwdin atomic charge list, values in e, 2 entries:
1 O 0.08
2 C -0.47

***

Density functional theory data (the ωB97M-V functional and the def2-TZVPD basis) for a molecular structure, CNa10O3 in a non-equilibrium geometry.

Structure (XYZ):
```
14
Properties=species:S:1:pos:R:3:forces:R:3
Na 2.599966 1.041994 1.221052 1.472 1.127 0.465
Na -0.176604 -3.715200 -1.313993 -0.068 -2.266 -0.460
Na 0.330951 3.731298 0.319506 0.397 1.721 0.024
Na 2.456278 -1.532895 -1.728529 1.593 -0.142 -1.056
Na -1.018362 0.608414 3.610561 0.003 0.495 1.994
Na -1.399954 -0.922607 -2.472499 -0.852 0.047 -1.233
Na 0.377237 2.017285 -3.511885 0.494 1.155 -1.488
Na 1.224076 -1.898231 1.955017 0.558 -1.201 1.102
Na -2.420195 -1.832839 1.020139 -1.267 -1.068 0.477
Na -2.675784 1.806392 1.011443 -1.432 1.193 0.035
C 0.217742 0.144695 -0.029613 -1.656 2.708 -0.147
O -0.125535 0.800510 1.079349 0.078 -1.972 0.136
O -0.092867 -1.117217 -0.216715 0.181 -0.533 0.469
O 0.703053 0.868405 -0.943839 0.498 -1.264 -0.319
```
Forces are in eV/Å.

Calculated values
- HOMO-LUMO gap (eV) = 9.689
- net charge = +8

Löwdin atomic charge list, values in e, 2 entries:
1 Na 0.90
2 Na 0.93

***

So what do the calculations give for electronic energy? Going down the list: -382.17604 -832.63640 -3803.38709 -270.50188 -1882.40442 Ha.